# 1
{"formula": "C4H5N3", "method": "ωB97M-V/def2-TZVPD", "relative_energy_kcal_mol": 28.80, "e_homo_ev": -8.6, "smiles": "Nc1ncccn1", "lumo_ev": 0.744, "symbols": ["N", "C", "N", "C", "C", "C", "N", "H", "H", "H", "H", "H"], "xyz": [[-1.291, -0.564, -1.613], [-0.185, -0.165, -0.942], [0.022, 1.130, -0.696], [0.516, 1.402, 0.511], [0.610, 0.381, 1.452], [0.674, -0.896, 0.884], [0.525, -1.166, -0.407], [-1.243, -1.376, -2.199], [-2.065, 0.071, -1.684], [0.812, 2.436, 0.694], [0.696, 0.533, 2.520], [0.728, -1.801, 1.472]], "forces_ev_per_a": [[0.0, 0.5, -0.7], [-0.1, 0.1, -0.2], [-0.2, -0.1, 0.2], [-0.1, -0.1, 0.0], [0.2, -0.1, -0.1], [0.2, -0.2, 0.3], [-0.8, 0.0, 0.4], [-0.2, -0.3, 0.2], [0.2, 0.2, -0.5], [-0.2, -0.2, 0.1], [0.2, 0.0, -0.2], [0.8, 0.1, 0.4]]}

***

# 2
{"formula": "C4H5N3", "method": "ωB97M-V/def2-TZVPD", "relative_energy_kcal_mol": 77.41, "e_homo_ev": -10.3, "smiles": "C/N=C1\\C=NC=N1", "lumo_ev": -1.275, "symbols": ["C", "N", "C", "C", "N", "C", "N", "H", "H", "H", "H", "H"], "xyz": [[2.435, 0.382, 0.112], [1.461, -0.831, -0.025], [0.226, -0.420, -0.154], [-0.361, 1.038, -0.270], [-1.623, 1.064, 0.215], [-1.896, -0.356, 0.092], [-0.945, -1.234, -0.053], [3.431, -0.114, 0.106], [2.299, 0.639, 1.255], [2.392, 1.150, -0.610], [0.143, 1.971, -0.507], [-2.953, -0.511, 0.117]], "forces_ev_per_a": [[0.2, -3.7, 3.4], [-2.3, 3.1, -0.3], [1.0, 0.3, -0.4], [-2.2, 0.0, 2.5], [4.3, -1.3, -3.0], [0.6, -0.5, 0.7], [-0.8, 1.5, 0.0], [-0.5, 0.6, -0.3], [0.2, 0.3, -2.5], [-0.4, 0.9, -0.5], [0.2, -0.2, 0.2], [-0.4, -1.0, 0.1]]}

***

# 3
{"formula": "C4H5N3", "method": "ωB97M-V/def2-TZVPD", "relative_energy_kcal_mol": 117.50, "e_homo_ev": [-7.8, -7.9], "lumo_ev": [-0.574, -0.901], "symbols": ["C", "C", "C", "C", "N", "N", "N", "H", "H", "H", "H", "H"], "xyz": [[1.913, -1.284, -0.004], [0.583, -0.616, -0.021], [-0.691, -0.866, 0.015], [0.190, 1.803, -0.007], [2.866, -0.408, -0.023], [2.388, 0.858, 0.009], [1.051, 0.767, 0.026], [2.176, -2.365, 0.090], [-1.153, -1.810, 0.269], [-1.384, -0.154, -0.114], [-0.931, 1.819, -0.018], [0.637, 2.903, -0.026]], "forces_ev_per_a": [[-0.8, -1.3, 0.3], [3.9, 0.8, 0.6], [-0.4, -3.5, 0.7], [1.2, 3.2, 0.0], [-0.4, 0.6, 0.2], [-0.1, -0.1, -0.1], [-2.0, 0.6, -0.9], [-0.6, 1.1, -0.3], [0.5, -0.4, -0.4], [-2.2, 2.7, -0.3], [1.6, -1.0, 0.1], [-0.7, -2.9, 0.1]]}

***

# 4
{"formula": "C4H5N3", "method": "ωB97M-V/def2-TZVPD", "relative_energy_kcal_mol": 116.63, "e_homo_ev": -9.2, "smiles": "[H]/N=N/C(=C)CC#N", "lumo_ev": 0.491, "symbols": ["H", "N", "N", "C", "C", "C", "C", "N", "H", "H", "H", "H"], "xyz": [[-1.022, -2.345, -2.192], [-0.496, -1.598, -1.700], [-1.020, -1.248, -0.662], [0.056, -0.210, 0.213], [1.005, -0.771, 0.926], [-0.704, 0.977, -0.031], [0.431, 2.204, 0.538], [1.358, 2.710, 1.027], [1.258, -1.800, 0.661], [1.579, -0.245, 1.679], [-0.871, 1.242, -1.074], [-1.574, 1.086, 0.615]], "forces_ev_per_a": [[-0.6, 0.5, 0.3], [1.0, -0.3, -0.1], [2.0, 0.4, 1.3], [-2.7, -3.5, -2.0], [-0.1, 0.1, -0.6], [3.1, 5.1, 2.2], [-1.1, -1.7, -0.2], [-1.5, -0.5, -0.8], [-0.2, 0.2, 0.5], [0.1, 0.1, -0.3], [-0.1, -0.3, 0.1], [-0.1, 0.0, -0.3]]}

***

# 5
{"formula": "C4H5N3", "method": "ωB97M-V/def2-TZVPD", "relative_energy_kcal_mol": 0.00, "e_homo_ev": -8.9, "smiles": "Nc1ncccn1", "lumo_ev": 1.011, "symbols": ["N", "C", "N", "C", "C", "C", "N", "H", "H", "H", "H", "H"], "xyz": [[2.293, -0.248, -0.108], [0.938, -0.097, -0.041], [0.227, -1.200, 0.241], [-1.087, -1.028, 0.340], [-1.709, 0.203, 0.166], [-0.864, 1.265, -0.131], [0.455, 1.139, -0.241], [2.817, 0.489, -0.551], [2.640, -1.190, -0.196], [-1.667, -1.921, 0.565], [-2.783, 0.323, 0.249], [-1.261, 2.266, -0.294]], "forces_ev_per_a": [[0.1, 0.0, -0.1], [0.0, 0.0, 0.0], [-0.1, 0.3, 0.0], [0.0, 0.0, 0.0], [0.2, 0.0, 0.0], [0.0, 0.0, 0.0], [-0.2, -0.2, 0.1], [-0.1, -0.1, 0.1], [-0.1, 0.1, 0.0], [0.1, 0.1, 0.0], [0.2, 0.0, 0.0], [0.1, -0.1, 0.0]]}

***

# 6
{"formula": "C4H5N3O", "method": "ωB97M-V/def2-TZVPD", "relative_energy_kcal_mol": 124.84, "e_homo_ev": -8.3, "smiles": "[H]/N=C/N1C=COC=N1", "lumo_ev": 0.691, "symbols": ["H", "N", "C", "N", "C", "C", "O", "C", "N", "H", "H", "H", "H"], "xyz": [[3.725, -0.371, -0.497], [2.795, -0.624, -0.039], [1.806, 0.179, 0.136], [0.405, -0.092, 0.552], [-0.561, 1.027, 0.005], [-1.825, 0.781, 0.007], [-2.334, -0.458, 0.187], [-1.407, -1.473, -0.098], [-0.131, -1.331, 0.288], [2.072, 1.268, 0.115], [0.033, 2.001, 0.021], [-2.611, 1.568, -0.244], [-1.967, -2.478, -0.433]], "forces_ev_per_a": [[-2.1, 0.6, 1.4], [-1.6, -0.5, -0.7], [2.1, -0.1, -0.1], [-0.9, 2.2, -1.8], [5.7, 0.4, 2.5], [-2.6, 1.8, -1.1], [-0.3, -1.4, -0.6], [2.3, -0.1, 2.3], [-2.8, -2.1, -2.7], [-1.2, -0.5, -0.1], [-1.6, -1.3, -0.5], [1.2, -1.2, 0.4], [1.9, 2.5, 1.0]]}

***

# 7
{"formula": "C4H5N3O", "method": "ωB97M-V/def2-TZVPD", "relative_energy_kcal_mol": 98.02, "e_homo_ev": -9.1, "smiles": "Oc1nnc2n1CC2", "lumo_ev": 0.113, "symbols": ["O", "C", "N", "N", "C", "N", "C", "C", "H", "H", "H", "H", "H"], "xyz": [[-2.820, -0.640, 0.011], [-1.805, 0.180, 0.121], [-1.821, 1.473, 0.077], [-0.471, 2.041, -0.025], [0.311, 0.981, 0.022], [-0.369, -0.201, 0.082], [1.015, -0.982, 0.101], [1.668, 0.428, -0.046], [-2.367, -1.390, -0.606], [1.011, -1.808, -0.644], [1.024, -1.265, 1.086], [2.331, 0.741, 0.793], [2.293, 0.441, -0.973]], "forces_ev_per_a": [[1.3, -3.8, -2.1], [4.7, 2.1, -0.4], [1.1, 0.5, -0.3], [-0.7, -1.7, 0.8], [-3.4, 0.8, -0.9], [-0.6, 0.5, -0.2], [-2.5, 0.8, -1.2], [2.4, -1.0, -0.4], [-2.2, 2.2, 2.1], [0.6, 0.9, 0.5], [0.7, -1.5, 2.1], [-0.5, -0.5, -0.5], [-0.9, 0.7, 0.5]]}

***

# 8
{"formula": "C4H5N3O", "method": "ωB97M-V/def2-TZVPD", "relative_energy_kcal_mol": 42.83, "e_homo_ev": -9.3, "smiles": "Nn1cccnc1=O", "lumo_ev": -0.052, "symbols": ["N", "N", "C", "C", "C", "N", "C", "O", "H", "H", "H", "H", "H"], "xyz": [[1.176, -1.679, -0.709], [0.590, -0.535, -0.170], [1.165, 0.641, -0.552], [0.665, 1.845, -0.202], [-0.592, 1.788, 0.430], [-1.265, 0.669, 0.709], [-0.748, -0.537, 0.314], [-1.304, -1.631, 0.395], [1.334, -2.347, 0.068], [0.429, -2.115, -1.287], [1.966, 0.543, -1.186], [1.199, 2.719, -0.470], [-0.950, 2.639, 0.969]], "forces_ev_per_a": [[-0.7, -1.3, 0.1], [-0.1, 1.9, -0.7], [-1.4, -0.5, 1.0], [-0.7, -0.9, -0.2], [-0.1, -1.7, 1.8], [0.8, 1.3, -0.6], [-0.1, -1.8, 0.2], [0.3, 1.2, -0.1], [-0.2, 0.5, -0.6], [0.7, 0.1, 0.5], [2.1, -0.4, -1.0], [0.1, 0.8, -0.1], [-0.6, 0.7, -0.3]]}

***

# 9
{"formula": "C4H5N3O", "method": "ωB97M-V/def2-TZVPD", "relative_energy_kcal_mol": 76.25, "e_homo_ev": -9.9, "smiles": "CC1=N/C(=N/O)N=C1", "lumo_ev": -0.679, "symbols": ["C", "C", "N", "C", "N", "O", "N", "C", "H", "H", "H", "H", "H"], "xyz": [[0.327, 2.483, -1.532], [0.078, 1.213, -0.823], [0.461, 0.919, 0.343], [0.074, -0.423, 0.558], [0.370, -0.980, 1.664], [0.012, -2.322, 1.730], [-0.678, -0.951, -0.557], [-0.724, 0.045, -1.388], [-0.595, 2.955, -1.852], [0.979, 2.252, -2.434], [0.960, 3.180, -0.879], [0.337, -2.639, 2.566], [-1.374, 0.009, -2.285]], "forces_ev_per_a": [[2.3, 0.6, 0.0], [-1.2, -0.4, -1.0], [0.8, -0.2, 1.0], [-0.6, -0.1, -0.7], [0.1, -0.9, 0.1], [-0.4, 0.9, -1.2], [0.1, 0.9, -0.2], [0.0, -0.6, 0.9], [-0.1, 0.1, -0.1], [-0.9, 0.3, 0.8], [-1.1, -0.9, -0.8], [0.3, 0.2, 0.7], [0.8, 0.0, 0.5]]}

***

# 10
{"formula": "C4H5N3O", "method": "ωB97M-V/def2-TZVPD", "relative_energy_kcal_mol": 199.56, "e_homo_ev": -9.6, "lumo_ev": 0.173, "symbols": ["C", "C", "C", "C", "H", "H", "H", "H", "H", "N", "N", "N", "O"], "xyz": [[0.717, 0.706, 1.930], [0.287, 0.145, 0.540], [-0.674, 0.142, -2.069], [-0.698, -1.427, -0.480], [2.164, 0.872, 1.785], [0.303, 1.942, 1.782], [0.593, -0.295, 2.992], [-0.832, -0.324, -2.993], [-0.469, -2.415, -0.974], [0.191, 1.135, -0.233], [-0.028, 1.154, -1.614], [0.051, -1.104, 0.351], [-1.604, -0.530, -1.017]], "forces_ev_per_a": [[3.2, 0.1, 0.3], [0.5, 3.9, 4.2], [-1.8, 1.1, 4.3], [-5.1, -3.7, -7.6], [-4.5, -0.6, 0.7], [1.2, -4.0, 1.6], [0.1, 3.8, -3.3], [0.0, 0.2, -1.4], [-1.5, 0.6, 0.3], [-0.2, 3.4, -2.5], [0.3, -3.4, 0.0], [6.2, -0.9, 5.8], [1.6, -0.4, -2.3]]}